1.
The following is a quantum chemistry calculation of C23H40BrFeN2O6Sb as an isolated structure at a distorted geometry, from the OMol25 dataset.

The geometry in ORCA input format:
```
! wB97M-V def2-TZVPD RIJCOSX def2/J DEFGRID3
* xyz 0 5
Fe -0.655 1.155 -0.757
O -1.074 0.677 1.589
C -2.133 1.574 1.964
C -2.083 2.829 1.156
N -2.147 2.553 -0.268
C -1.797 3.813 -0.947
C -0.236 3.925 -1.117
O 0.307 4.943 -1.380
O 0.349 2.722 -1.092
C -3.462 1.869 -0.614
C -3.253 0.333 -0.843
O -4.129 -0.459 -0.664
O -2.100 -0.010 -1.314
H -1.349 -0.244 1.960
H -1.980 1.876 2.998
H -3.072 1.063 1.861
H -1.014 3.238 1.392
H -2.740 3.646 1.494
H -2.201 4.707 -0.423
H -2.337 3.838 -1.968
H -3.886 2.305 -1.517
H -4.168 1.954 0.189
O -7.080 -1.639 3.271
C -5.743 -1.498 3.159
C -5.064 -0.527 3.878
C -3.661 -0.487 3.805
N -2.963 -1.260 2.978
C -3.634 -2.056 2.209
Br -2.564 -3.203 1.032
C -5.014 -2.354 2.268
H -7.412 -0.827 3.610
H -5.592 0.233 4.461
H -3.101 0.242 4.386
H -5.496 -3.059 1.554
C 2.596 1.081 -3.416
C 3.330 0.658 -2.143
C 3.766 1.964 -1.366
C 4.452 -0.201 -2.540
Sb 1.742 -0.310 -0.824
C 1.420 -2.315 -1.713
C 2.595 -3.268 -1.497
C 0.085 -2.822 -1.127
C 1.275 -2.229 -3.264
C 2.619 -0.546 1.145
C 4.072 -1.022 1.190
C 1.702 -1.595 1.772
C 2.540 0.893 1.823
H 3.420 1.351 -4.064
H 1.876 1.926 -3.447
H 2.008 0.403 -3.909
H 4.279 2.589 -2.042
H 4.418 1.639 -0.551
H 2.989 2.662 -1.013
H 5.076 0.407 -3.274
H 4.144 -1.038 -3.095
H 5.190 -0.518 -1.810
H 2.847 -3.308 -0.456
H 3.337 -2.949 -2.191
H 2.259 -4.293 -1.790
H 0.121 -2.917 -0.035
H -0.172 -3.787 -1.566
H -0.758 -2.177 -1.421
H 2.203 -1.924 -3.788
H 0.527 -1.558 -3.552
H 1.056 -3.217 -3.637
H 4.309 -1.973 0.670
H 4.396 -1.252 2.233
H 4.730 -0.305 0.737
H 1.711 -2.519 1.177
H 0.636 -1.252 1.746
H 2.041 -1.835 2.758
H 3.408 1.483 1.536
H 2.652 0.841 2.871
H 1.586 1.365 1.560
*
```

HOMO-LUMO gap (spin up / spin down) ... 7.82 / 8.49 eV
Calculated total energy ... -5539.297615 hartree
Relative energy (zero: lowest compared OMol25 entry of this formula, charge and spin) ... 0.792 eV
E_LUMO (spin up / spin down) ... 0.0091 / 0.0090 Ha
Largest force on an atom ... 3.79 eV/A
Highest occupied orbital energy (spin up / spin down) ... -0.2783 / -0.3032 Ha

Mulliken charges in e:
1. Fe 0.691
2. O -0.281
3. C -0.076
4. C -1.206
5. N 0.468
6. C -0.531
7. C 0.377
8. O -0.629
9. O -0.485
10. C -0.757
11. C 0.581
12. O -0.663
13. O -0.598
14. H 0.038
15. H 0.474
16. H 0.303
17. H 0.330
18. H 0.368
19. H 0.345
20. H 0.340
21. H 0.415
22. H 0.334
23. O -0.516
24. C 0.884
25. C -0.490
26. C -0.692
27. N -0.326
28. C 0.289
29. Br -0.124
30. C -0.433
31. H 0.297
32. H 0.309
33. H 0.448
34. H 0.369
35. C -1.886
36. C 1.740
37. C -1.678
38. C -1.742
39. Sb 1.108
40. C 1.648
41. C -1.662
42. C -1.714
43. C -2.045
44. C 1.480
45. C -1.578
46. C -1.527
47. C -1.469
48. H 0.554
49. H 0.097
50. H 0.443
51. H 0.583
52. H 0.291
53. H 0.111
54. H 0.495
55. H 0.348
56. H 0.260
57. H 0.336
58. H 0.360
59. H 0.468
60. H 0.193
61. H 0.485
62. H 0.348
63. H 0.311
64. H 0.468
65. H 0.517
66. H 0.285
67. H 0.449
68. H 0.295
69. H 0.239
70. H -0.057
71. H 0.637
72. H 0.352
73. H 0.526
74. H 0.079

2.
The following is a quantum chemistry calculation of C30H24IN8S2Tc as an isolated structure at a distorted geometry, from the OMol25 dataset.

The geometry in ORCA input format:
```
! wB97M-V def2-TZVPD RIJCOSX def2/J DEFGRID3
* xyz 1 2
Tc -0.929 0.403 1.139
N -0.048 4.093 3.566
C -0.457 2.953 3.012
S 0.365 2.515 1.389
N -1.435 2.256 3.418
N -1.747 1.088 2.821
C -2.616 0.311 3.444
C -2.907 -0.905 2.794
C -3.853 -1.851 3.231
C -4.073 -2.986 2.493
C -3.344 -3.170 1.311
C -2.422 -2.222 0.937
N -2.180 -1.112 1.647
H 0.584 4.701 3.076
H -0.552 4.450 4.362
H -3.049 0.605 4.386
H -4.399 -1.658 4.142
H -4.791 -3.724 2.811
H -3.493 -4.045 0.701
H -1.855 -2.332 0.022
S -2.282 0.963 -0.733
C -1.278 0.147 -2.014
N -1.713 -0.088 -3.216
N -2.887 0.289 -3.651
C -3.422 -0.243 -4.801
C -2.766 -1.276 -5.481
C -3.348 -1.840 -6.595
C -4.575 -1.383 -7.059
C -5.220 -0.349 -6.394
C -4.656 0.220 -5.271
N -0.090 -0.293 -1.672
N 0.198 -0.308 -0.390
C 1.455 -0.712 -0.023
C 2.639 -0.487 -0.930
C 4.010 -0.822 -0.295
C 4.002 -1.480 1.043
C 2.875 -1.652 1.745
C 1.600 -1.262 1.216
H -3.471 0.917 -3.092
H -1.819 -1.624 -5.101
H -2.843 -2.646 -7.105
H -5.023 -1.832 -7.932
H -6.170 0.014 -6.756
H -5.161 1.018 -4.746
H 2.436 -0.946 -1.899
H 4.665 -1.375 -0.970
H 4.958 -1.780 1.443
H 2.896 -2.112 2.721
H 0.710 -1.500 1.798
I 1.630 1.153 4.519
C 3.302 1.491 3.261
C 4.526 1.456 3.915
C 5.694 1.335 3.191
C 5.606 1.129 1.826
C 4.392 1.185 1.165
C 4.357 0.699 -0.250
C 3.067 1.013 -1.028
C 2.120 1.875 -0.301
C 2.059 1.876 1.044
C 3.198 1.498 1.867
H 4.560 1.504 4.992
H 6.651 1.309 3.688
H 6.493 0.891 1.261
H 5.278 0.963 -0.764
H 3.220 1.361 -2.049
H 1.329 2.335 -0.881
*
```

HOMO-LUMO gap (spin up / spin down) ... 5.49 / 5.44 eV
Calculated total energy ... -2770.177187 hartree
Relative energy (zero: lowest compared OMol25 entry of this formula, charge and spin) ... 3.469 eV
E_LUMO (spin up / spin down) ... -0.1440 / -0.1478 Ha
Largest force on an atom ... 3.40 eV/A
Highest occupied orbital energy (spin up / spin down) ... -0.3458 / -0.3476 Ha

Mulliken charges in e:
1. Tc 0.268
2. N -0.325
3. C 0.468
4. S -0.119
5. N -1.483
6. N 0.852
7. C -0.687
8. C 0.723
9. C -1.000
10. C -0.244
11. C -0.865
12. C -0.234
13. N 0.214
14. H 0.227
15. H 0.254
16. H 0.383
17. H 0.460
18. H 0.444
19. H 0.421
20. H 0.472
21. S -0.331
22. C 0.340
23. N -0.538
24. N 0.267
25. C 0.580
26. C -0.273
27. C -0.547
28. C -0.510
29. C -0.532
30. C -0.479
31. N -0.971
32. N 1.514
33. C -0.844
34. C 0.102
35. C -0.432
36. C -0.754
37. C -1.127
38. C 0.379
39. H 0.304
40. H 0.409
41. H 0.366
42. H 0.383
43. H 0.371
44. H 0.347
45. H 0.598
46. H 0.508
47. H 0.433
48. H 0.451
49. H 0.541
50. I 0.081
51. C -0.063
52. C -0.700
53. C -0.800
54. C -0.561
55. C -0.377
56. C -0.262
57. C -0.261
58. C -1.806
59. C 1.430
60. C 0.497
61. H 0.441
62. H 0.408
63. H 0.428
64. H 0.703
65. H 0.443
66. H 0.615

3.
The following is a quantum chemistry calculation of C37H60AsN5O3PdTe as an isolated structure at a distorted geometry, from the OMol25 dataset.

The geometry in ORCA input format:
```
! wB97M-V def2-TZVPD RIJCOSX def2/J DEFGRID3
* xyz 3 2
Pd 0.163 0.079 -0.475
N 2.188 0.085 -0.395
C 2.976 0.233 0.857
C 2.453 1.338 1.761
C 2.137 2.682 1.085
C 0.645 2.916 0.879
N 0.060 2.114 -0.228
H 2.438 -0.779 -0.874
H 2.460 0.832 -1.033
H 4.017 0.407 0.575
H 2.932 -0.725 1.382
H 3.194 1.483 2.547
H 1.541 0.976 2.251
H 2.679 2.808 0.141
H 2.493 3.495 1.717
H 0.454 3.968 0.665
H 0.098 2.654 1.785
H 0.382 2.494 -1.117
H -0.949 2.245 -0.235
C -4.489 0.350 -2.011
As -3.381 0.359 -0.451
C -3.960 -1.099 0.651
C -3.685 2.010 0.472
O -1.802 0.243 -1.027
H -5.531 0.216 -1.724
H -4.179 -0.467 -2.661
H -4.374 1.294 -2.539
H -3.722 -2.036 0.151
H -5.042 -1.017 0.762
H -3.476 -1.045 1.622
H -4.734 2.068 0.762
H -3.467 2.834 -0.207
H -3.055 2.048 1.359
C -2.161 -3.526 -2.884
N -0.996 -2.659 -2.769
C -1.009 -1.471 -3.618
C -0.064 -2.782 -1.813
O 0.586 -1.770 -1.410
N 0.249 -4.006 -1.328
C 1.146 -4.094 -0.193
C 0.135 -5.229 -2.129
H -3.054 -2.898 -2.911
H -2.234 -4.186 -2.025
H -2.138 -4.122 -3.797
H -1.308 -1.772 -4.621
H -0.012 -1.042 -3.665
H -1.699 -0.717 -3.235
H 1.059 -3.192 0.408
H 2.185 -4.206 -0.515
H 0.878 -4.968 0.405
H -0.702 -5.853 -1.816
H 1.054 -5.801 -2.011
H 0.027 -4.981 -3.181
C 5.665 -4.940 6.307
C 4.456 -4.390 5.622
C 3.402 -5.222 5.249
C 2.263 -4.745 4.618
C 1.189 -5.721 4.223
C 2.207 -3.355 4.421
Te 0.420 -2.735 3.499
N 0.148 -1.100 2.523
C -0.879 -0.262 2.936
O -1.513 0.307 2.068
C -1.145 0.016 4.379
C -0.100 0.349 5.236
C -0.371 0.762 6.533
C -1.683 0.803 6.983
C -2.727 0.455 6.132
C -2.464 0.087 4.823
C -1.333 -3.356 4.462
C -1.493 -3.292 5.848
C -0.450 -2.818 6.813
C -2.736 -3.680 6.342
C -3.766 -4.105 5.513
C -5.080 -4.541 6.082
C -3.540 -4.163 4.135
C -2.325 -3.808 3.576
C -2.106 -3.963 2.095
C 3.242 -2.474 4.740
C 3.162 -0.991 4.527
C 4.358 -3.026 5.345
H 5.763 -6.012 6.150
H 5.586 -4.765 7.383
H 6.572 -4.446 5.964
H 3.479 -6.287 5.433
H 1.611 -6.723 4.171
H 0.760 -5.508 3.240
H 0.376 -5.743 4.952
H 0.913 0.374 4.857
H 0.437 1.064 7.187
H -1.898 1.121 7.995
H -3.748 0.498 6.487
H -3.275 -0.144 4.143
H 0.557 -2.829 6.401
H -0.450 -3.447 7.703
H -0.673 -1.800 7.129
H -2.896 -3.645 7.414
H -5.249 -4.113 7.069
H -5.097 -5.628 6.184
H -5.906 -4.261 5.430
H -4.329 -4.527 3.487
H -2.968 -4.451 1.644
H -1.239 -4.591 1.882
H -1.953 -3.005 1.593
H 2.589 -0.725 3.629
H 4.161 -0.570 4.430
H 2.692 -0.516 5.391
H 5.177 -2.369 5.615
*
```

HOMO-LUMO gap (spin up / spin down) ... 8.15 / 5.47 eV
Calculated total energy ... -4576.122776 hartree
Relative energy (zero: lowest compared OMol25 entry of this formula, charge and spin) ... 0.000 eV
E_LUMO (spin up / spin down) ... -0.2893 / -0.3900 Ha
Largest force on an atom ... 1.12 eV/A
Highest occupied orbital energy (spin up / spin down) ... -0.5887 / -0.5911 Ha

Here are the Mulliken charges for atoms 1 to 99, given in e:
1. Pd 1.389
2. N -0.433
3. C -0.711
4. C 0.929
5. C -1.106
6. C -0.525
7. N -0.478
8. H 0.290
9. H 0.368
10. H 0.418
11. H 0.204
12. H 0.541
13. H -1.028
14. H 0.261
15. H 0.443
16. H 0.516
17. H 0.280
18. H 0.355
19. H 0.118
20. C -1.042
21. As 0.784
22. C -0.567
23. C -1.187
24. O -0.653
25. H 0.443
26. H 0.300
27. H 0.392
28. H 0.288
29. H 0.581
30. H -0.269
31. H 0.457
32. H 0.429
33. H 0.233
34. C -1.060
35. N 0.248
36. C -1.075
37. C 0.535
38. O -0.560
39. N 0.313
40. C -0.938
41. C -1.244
42. H 0.293
43. H 0.344
44. H 0.334
45. H 0.439
46. H 0.292
47. H 0.195
48. H -0.293
49. H 0.514
50. H 0.562
51. H 0.356
52. H 0.427
53. H 0.406
54. C -1.614
55. C 0.260
56. C -0.831
57. C 0.371
58. C -1.713
59. C 0.470
60. Te 0.273
61. N 0.992
62. C -0.580
63. O -0.235
64. C 0.497
65. C 0.538
66. C -1.178
67. C -0.598
68. C -0.955
69. C -0.403
70. C 0.925
71. C 0.926
72. C -1.504
73. C -0.895
74. C 0.491
75. C -1.703
76. C -1.081
77. C 0.619
78. C -1.397
79. C 0.952
80. C -0.997
81. C -0.682
82. H 0.398
83. H 0.327
84. H 0.411
85. H 0.507
86. H 0.575
87. H 0.130
88. H 0.362
89. H 0.442
90. H 0.484
91. H 0.459
92. H 0.502
93. H 0.410
94. H 0.141
95. H 0.600
96. H 0.168
97. H 0.526
98. H 0.426
99. H 0.324

4.
The following is a quantum chemistry calculation of C11H14BN7SeSr as an isolated structure at a distorted geometry, from the OMol25 dataset.

The geometry in ORCA input format:
```
! wB97M-V def2-TZVPD RIJCOSX def2/J DEFGRID3
* xyz 0 1
H 1.441 3.577 1.254
N 1.071 1.915 -0.039
B 0.407 0.471 -2.068
N 0.799 1.824 -1.397
C 0.869 3.051 -1.954
Sr 1.760 0.454 1.819
H 0.724 3.179 -3.014
C 1.154 3.982 -0.948
H 1.287 5.036 -1.064
C 1.263 3.231 0.241
H 0.358 0.581 -3.255
C -2.098 -2.421 3.185
H -1.782 -3.290 3.770
H -1.260 -2.119 2.534
H -2.952 -2.664 2.545
N -0.978 0.056 -1.488
N 1.395 -0.671 -1.657
N -1.119 -0.108 -0.127
N 1.720 -0.895 -0.322
C -2.136 -0.217 -2.123
C 1.978 -1.617 -2.421
H -2.203 -0.137 -3.203
H 1.881 -1.591 -3.500
C -3.070 -0.577 -1.155
C 2.671 -2.500 -1.593
C -2.382 -0.492 0.074
C 2.477 -2.021 -0.282
H -4.092 -0.865 -1.322
H 3.254 -3.352 -1.893
H -2.764 -0.691 1.067
H 2.833 -2.441 0.656
H -2.331 -1.595 3.839
Se 1.379 1.659 4.611
C -0.249 0.885 4.619
N -1.307 0.365 4.611
*
```

HOMO-LUMO gap ... 7.40 eV
Calculated total energy ... -3267.965323 hartree
Relative energy (zero: lowest compared OMol25 entry of this formula, charge and spin) ... 0.000 eV
E_LUMO ... -0.0372 Ha
Largest force on an atom ... 3.17 eV/A
Highest occupied orbital energy ... -0.3093 Ha

Mulliken charges in e:
1. H 0.395
2. N -0.395
3. B 0.225
4. N 0.000
5. C -0.198
6. Sr 1.701
7. H 0.443
8. C -0.996
9. H 0.381
10. C -0.086
11. H -0.135
12. C -0.895
13. H 0.323
14. H 0.053
15. H 0.278
16. N 0.201
17. N -0.084
18. N -0.263
19. N -0.112
20. C -0.220
21. C -0.185
22. H 0.420
23. H 0.432
24. C -0.936
25. C -1.012
26. C -0.407
27. C -0.230
28. H 0.377
29. H 0.370
30. H 0.570
31. H 0.387
32. H 0.306
33. Se -0.400
34. C 0.264
35. N -0.573